(1)
DFT (wB97M-V/def2-TZVPD) results for a single C15H26O6Si molecule.

## Properties
Highest occupied orbital energy = -9.28 eV
Net charge = 0
Orbital gap = 10.1 eV
LUMO level = 0.79 eV
Structure (SMILES) = COCCO[Si](OCCOC)(OCCOC)c1ccccc1

Atoms and positions in Å:
C: 4.7468 1.0093 -1.7776
O: 3.7015 0.4969 -2.5690
C: 2.4400 1.1269 -2.3496
C: 1.6457 0.7920 -0.9979
O: 0.3861 0.3093 -1.2715
Si: -0.7132 0.0796 0.0599
O: -0.9393 -1.5864 0.3869
C: -0.0511 -2.5344 -0.1035
C: -0.7310 -3.8380 -0.6654
O: -1.6305 -3.5338 -1.7614
C: -2.7408 -2.7542 -1.2672
O: -0.0574 0.8339 1.4802
C: 0.2465 -0.0279 2.5380
C: 1.5853 0.4783 3.1317
O: 2.6815 0.4332 2.2255
C: 3.5407 1.5315 2.4096
C: -2.3311 0.7498 -0.1974
C: -2.9926 1.3319 0.8748
C: -4.3454 1.7745 0.7961
C: -4.9370 1.7980 -0.4326
C: -4.2258 1.2516 -1.4973
C: -2.9319 0.7466 -1.3764
H: 4.3596 1.5509 -0.9261
H: 5.3348 0.2297 -1.4141
H: 5.4007 1.4374 -2.5485
H: 2.6998 2.1995 -2.4630
H: 1.7062 0.8624 -3.1412
H: 1.5769 1.7315 -0.3451
H: 2.0343 -0.0640 -0.4096
H: 0.5348 -2.1598 -1.0093
H: 0.6615 -2.7362 0.6515
H: 0.0540 -4.5903 -1.0474
H: -1.2227 -4.3165 0.2082
H: -2.4819 -1.6863 -1.2780
H: -3.5500 -2.8180 -1.9956
H: -3.0230 -2.9132 -0.2227
H: 0.4486 -1.0347 2.1612
H: -0.6215 -0.1041 3.1475
H: 1.9262 0.0696 4.0916
H: 1.3690 1.5531 3.3735
H: 2.9113 2.3294 2.1267
H: 3.8081 1.6036 3.4494
H: 4.3547 1.5393 1.7233
H: -2.5725 1.2567 1.8713
H: -4.8349 2.1042 1.7102
H: -5.9982 2.0365 -0.6506
H: -4.7436 1.1608 -2.4561
H: -2.4790 0.2900 -2.2429

Atom charges from the natural (NBO) analysis, given in e for atoms 1 to 8: C -0.260; O -0.545; C -0.088; C -0.096; O -0.900; Si 2.366; O -0.907; C -0.096

=====

(2)
DFT (wB97M-V/def2-TZVPD) results for C12H19F9Ni2O10 as an isolated structure.

## Properties
Highest occupied orbital energy (spin up / spin down) = -8.72 / -8.59 eV
Multiplicity = 5
Net charge = 0
Orbital gap (spin up / spin down) = 7.5 / 7.4 eV
LUMO level (spin up / spin down) = -1.20 / -1.20 eV
Expectation value of S² = 6.008
ΔE to the lowest compared entry with this formula, charge and spin = 13.64 kcal per mole

Atoms and positions in Å:
Ni: 18.0257 -1.5510 2.7971
Ni: 17.3109 -0.8145 5.2466
O: 16.2256 0.0157 6.5608
H: 16.1390 0.0500 7.5006
O: 17.6883 0.2567 3.4674
H: 17.6919 1.0902 3.0112
O: 16.4642 -2.0734 3.8612
H: 15.5939 -2.4544 3.8078
O: 19.0095 -1.7142 4.5357
H: 19.7886 -1.6318 5.0727
C: 17.7995 3.5750 9.0448
C: 17.9256 2.3456 8.1406
O: 19.2536 1.8283 8.1856
C: 19.5852 0.9713 7.2285
O: 18.9537 0.7198 6.2491
C: 20.9279 0.2619 7.5178
F: 20.8149 -1.0320 7.1896
F: 21.8748 0.7646 6.7073
F: 21.3093 0.3765 8.7773
H: 17.8734 3.2507 10.0834
H: 16.8682 4.1199 8.9004
H: 18.5764 4.3251 8.8832
H: 17.5877 2.6063 7.1408
H: 17.2845 1.5701 8.5530
C: 15.0397 2.2006 3.4333
C: 14.5252 0.8141 3.6577
O: 13.1364 0.7461 3.3573
C: 12.5145 -0.3924 3.5735
O: 12.9932 -1.3438 4.1210
C: 11.0503 -0.3444 3.1032
F: 10.2628 -0.1430 4.1564
F: 10.8329 0.5960 2.1928
F: 10.7110 -1.5092 2.5404
H: 14.4276 2.9718 3.9139
H: 15.0597 2.5063 2.3850
H: 16.0284 2.3668 3.8584
H: 14.7657 0.3405 4.6118
H: 15.0423 0.1776 2.9281
C: 14.8477 -3.4401 6.6276
C: 15.5801 -3.5632 7.9539
O: 16.8579 -4.1925 7.7884
C: 17.9353 -3.5227 7.4618
O: 17.9167 -2.3576 7.1869
C: 19.2487 -4.3103 7.5837
F: 19.9797 -4.2223 6.4842
F: 19.9230 -3.7964 8.6065
F: 19.0084 -5.6017 7.8018
H: 14.0122 -2.7554 6.7575
H: 14.4801 -4.4373 6.3805
H: 15.5144 -3.1323 5.8255
H: 14.9515 -4.1679 8.6063
H: 15.7578 -2.6272 8.4850

Atom charges from the natural (NBO) analysis, given in e for atoms 1 to 8: Ni 1.561; Ni 1.629; O -1.321; H 0.456; O -1.247; H 0.480; O -1.278; H 0.497

=====

(3)
DFT (wB97M-V/def2-TZVPD) results for C3H5NO2 as an isolated structure.

## Properties
Highest occupied orbital energy = -8.70 eV
Net charge = 0
Orbital gap = 8.7 eV
LUMO level = -0.04 eV
ΔE to the lowest compared entry with this formula, charge and spin = 150.22 kcal per mole

Atoms and positions in Å:
C: -0.3865 0.2645 -1.2028
C: 0.2275 -0.9994 -0.8743
C: 0.6251 0.6760 0.6244
N: -0.3261 0.5156 1.5886
O: -1.0653 -1.1215 -0.6657
O: 1.5335 1.4381 0.5321
H: -0.6343 0.3800 -2.2594
H: -0.6492 1.3949 1.9704
H: -1.0694 -0.1266 1.3369
H: 0.8717 -1.7738 -1.2925
H: 0.8730 -0.6479 0.2422

Atom charges from the natural (NBO) analysis, given in e for atoms 1 to 8: C -0.229; C 0.090; C 0.723; N -0.847; O -0.505; O -0.526; H 0.183; H 0.411

=====

(4)
DFT (wB97M-V/def2-TZVPD) results for C17H17Br2NOSn as an isolated structure.

## Properties
Highest occupied orbital energy = -8.01 eV
Net charge = 0
Orbital gap = 7.2 eV
LUMO level = -0.79 eV
ΔE to the lowest compared entry with this formula, charge and spin = 0.00 kcal per mole

Atoms and positions in Å:
C: -2.1169 -2.1178 -2.1371
C: 1.2593 -2.0861 -1.0782
C: -1.7373 -0.9473 -2.6989
H: -3.2246 -2.2370 -1.8856
C: 1.4330 -0.7645 -1.2530
H: 1.9622 -2.6478 -0.4390
H: -2.4656 -0.0786 -2.7342
H: 2.0281 -0.2579 -0.4955
C: -0.3536 -0.5052 -3.1383
H: -0.5081 0.2810 -3.9094
H: 0.1541 -1.3700 -3.6190
C: -1.1566 -2.9051 -1.2785
H: -1.5202 -3.9367 -1.1088
H: -1.1853 -2.5296 -0.2387
C: 0.3164 -3.0305 -1.7782
H: 0.3473 -3.0473 -2.8811
H: 0.6326 -4.0391 -1.4961
C: 0.6452 0.1417 -2.0923
H: 1.3950 0.7454 -2.7135
H: 0.0936 0.8789 -1.5225
Sn: -1.8245 -0.5167 2.5433
H: -1.1797 0.5607 1.2899
Br: -2.7848 4.2563 2.9271
C: -1.0686 3.4616 2.9855
C: 0.0994 4.2202 3.0614
C: 1.3629 3.6331 3.0424
Br: 2.9218 4.7236 3.2144
C: 1.5259 2.2188 2.9351
C: 2.7275 1.4812 2.8180
C: 2.6923 0.1199 2.6434
C: 1.4729 -0.5345 2.6933
N: 0.3463 0.0840 3.0775
C: 0.3229 1.4407 3.0386
C: -0.9759 2.0764 3.2031
O: -2.0534 1.3598 3.4906
H: 0.0065 5.3023 3.1550
H: 3.6747 2.0470 2.8683
H: 3.6173 -0.4830 2.5041
H: 1.3674 -1.6056 2.4092

Atom charges from the natural (NBO) analysis, given in e for atoms 1 to 8: C -0.200; C -0.199; C -0.172; H 0.207; C -0.178; H 0.196; H 0.203; H 0.201

=====

Total energy per entry: -1328.05658 -5136.46048 -322.33494 -6150.21885 a.u.